(1)
ORCA calculation (ωB97M-V/def2-TZVPD) on an isolated molecule of C5H6FNS at a distorted geometry.

Atoms and positions in Å:
1 C 0.2700 -0.7766 -0.6319
2 C -0.1839 0.3712 0.0532
3 C -0.8864 0.1272 1.2436
4 C -1.7392 0.2299 0.0392
5 C 0.4281 1.7369 -0.1322
6 H 2.4004 -1.5076 -1.1485
7 H -0.4642 -1.5442 -0.6854
8 H 0.4290 -0.5854 -1.8458
9 H -0.8720 -0.8986 1.6665
10 H -0.7765 0.8592 1.9172
11 H -2.2332 1.1970 -0.0352
12 N 1.0809 2.6980 -0.3389
13 F -2.4382 -0.8669 -0.4935
14 S 1.7852 -1.1710 0.2196

As for the orbital gap: 9.74 eV. As for the energy relative to the best compared isomer or geometry (same formula, charge and spin): 65.1 kcal per mole. The highest occupied orbital energy comes out at -9.39 eV. For the LUMO energy, the calculation gives 0.36 eV.


(2)
ORCA calculation (ωB97M-V/def2-TZVPD) on an isolated molecule of C5H6I2S at a distorted geometry.

Atoms and positions in Å:
1 C -0.2640 -1.7301 0.8986
2 C -0.3080 -1.2922 2.0393
3 C -0.3171 -1.9098 -0.5705
4 C -0.4353 0.9460 -0.4656
5 C 0.1329 2.2701 -0.7827
6 S 0.0712 -0.3772 -1.4043
7 I 2.6394 -0.6537 -0.0783
8 I -0.4165 -0.9948 4.1027
9 H 0.4364 -2.5870 -0.6684
10 H -1.2494 -2.1273 -0.9991
11 H -0.9299 0.8079 0.5121
12 H -0.7958 2.9150 -0.9551
13 H 0.7335 2.1861 -1.7841
14 H 0.7026 2.5469 0.1553

As for the orbital gap (alpha / beta): 6.15 / 7.34 eV. As for the energy relative to the best compared isomer or geometry (same formula, charge and spin): 0.0 kcal per mole. The highest occupied orbital energy (alpha / beta) comes out at -7.61 / -7.90 eV. For the LUMO energy (alpha / beta), the calculation gives -1.46 / -0.55 eV.